C27H38N8O6PtS | wB97M-V/def2-TZVPD

Computed properties:
HOMO energy (alpha / beta)   -13.52 / -13.67 eV
Multiplicity   5
Energy above the lowest of the compared OMol25 structures with the same formula, charge and spin   0.000 eV
Total charge   +2
Expectation value of S²   6.044

Each line ends with the Mulliken charge.
Element x y z (Å)
C (-5.233, 3.126, 0.225)  -0.574
H (-2.672, 3.250, 0.921)  0.246
C (0.965, -0.421, -3.563)  -0.593
C (0.562, -1.484, -2.758)  0.204
H (-5.070, 3.444, 1.253)  0.344
C (1.262, -5.149, -3.706)  -0.704
H (0.487, 0.439, 3.263)  1.182
H (-4.024, 1.346, 1.809)  0.230
H (5.481, 1.257, 3.419)  0.354
N (-0.166, 0.079, -1.091)  -0.005
O (-2.083, -0.089, 2.475)  -0.707
S (-2.013, 1.147, 3.411)  1.248
O (1.067, 2.361, 0.691)  -0.463
C (0.032, -1.186, -1.516)  0.068
C (0.791, 0.879, -3.124)  -1.205
C (2.725, 3.776, 1.748)  -1.021
C (3.188, -0.782, 1.601)  0.138
H (-4.255, -0.064, 0.773)  0.265
C (0.729, -1.602, 2.644)  -0.584
H (4.052, 0.312, 3.889)  0.445
N (3.639, 2.067, 2.830)  0.007
H (0.010, 2.089, -1.540)  0.409
C (-3.276, 0.893, -1.404)  -0.658
N (2.621, 1.530, 2.179)  0.905
H (-0.602, -4.013, -0.694)  0.195
H (-3.543, 3.215, -2.611)  0.346
H (2.494, 4.761, 1.369)  0.456
C (0.297, -4.632, -0.632)  -0.899
C (1.995, 2.568, 1.448)  0.373
C (0.199, 1.088, -1.897)  -0.013
C (3.734, 3.426, 2.590)  0.614
C (2.682, -5.245, -4.248)  -1.068
H (3.420, -5.282, -3.443)  0.295
C (1.620, -2.534, 2.131)  -0.610
H (0.033, -5.629, -0.985)  0.425
C (-4.370, 2.972, -1.949)  -0.708
H (4.436, 1.822, 4.738)  0.395
H (-5.806, 0.024, -1.094)  0.303
H (-0.331, -1.960, -0.854)  0.214
O (-3.340, 1.704, 3.586)  -0.804
H (4.720, 5.276, 2.882)  0.372
H (0.552, -5.108, -4.521)  0.449
C (2.847, -2.127, 1.613)  -0.810
N (-4.513, 1.500, -1.892)  0.253
C (4.455, 1.310, 3.779)  -0.997
H (0.587, -4.719, 0.417)  0.208
H (2.793, -6.152, -4.846)  0.400
C (4.803, 4.248, 3.220)  -1.516
O (-1.174, 2.076, 2.512)  -0.792
H (-2.042, 3.164, -0.732)  0.197
H (1.071, 1.724, -3.741)  0.495
H (2.901, -4.388, -4.887)  0.281
N (1.076, -3.939, -2.879)  0.303
H (-3.372, -0.188, -1.368)  0.286
Pt (-0.820, 0.651, 0.922)  1.939
N (-4.097, 3.504, -0.612)  0.060
H (3.547, -2.859, 1.225)  0.481
H (4.132, -0.451, 1.178)  0.613
H (-6.153, 3.560, -0.156)  0.342
H (2.301, -4.706, -1.405)  0.284
N (-2.969, 1.408, -0.039)  0.324
O (-1.301, 0.822, 4.613)  -0.681
C (-4.151, 1.018, 0.776)  -0.530
H (1.373, -3.586, 2.164)  0.749
C (0.563, -2.836, -3.467)  0.452
C (-5.694, 1.103, -1.133)  -0.355
C (-2.876, 2.894, -0.086)  -0.653
H (1.740, -3.077, -1.093)  0.467
C (2.296, 0.132, 2.143)  -0.873
O (0.147, -2.806, -4.615)  -0.633
H (5.793, 3.873, 2.953)  0.350
H (4.721, 4.236, 4.309)  0.364
H (1.366, -0.630, -4.546)  0.565
C (1.065, -0.253, 2.660)  -0.813
H (-5.283, 3.409, -2.348)  0.349
H (-6.595, 1.570, -1.519)  0.310
H (-2.463, 1.164, -2.072)  0.244
H (1.023, -6.018, -3.091)  0.295
C (1.431, -4.050, -1.470)  -0.741
N (-5.326, 1.649, 0.189)  0.372
H (-0.215, -1.905, 3.079)  0.540

***

C27H39Cl4N2O3PtS2Sb | wB97M-V/def2-TZVPD

Computed properties:
HOMO energy (alpha / beta)   -12.91 / -12.57 eV
Multiplicity   1
Energy above the lowest of the compared OMol25 structures with the same formula, charge and spin   2.975 eV
Total charge   +2

Each line ends with the Mulliken charge.
Element x y z (Å)
H (-0.686, -0.242, -4.607)  0.504
C (-0.362, -4.578, 0.211)  -1.738
C (4.170, -0.296, -2.477)  0.170
C (5.157, 0.483, -2.968)  0.370
C (-1.821, 1.697, 1.123)  -0.644
H (-2.379, -2.587, 1.764)  0.244
Cl (6.459, 2.853, -3.367)  -0.100
H (0.084, 5.798, 4.682)  0.322
H (1.196, -1.840, 1.696)  0.198
C (-3.411, -3.117, -0.678)  -1.445
H (-2.922, -3.991, -0.253)  0.270
H (0.871, -3.380, -3.245)  0.339
H (0.678, 7.570, 3.196)  0.348
H (-0.637, -4.850, -0.810)  0.298
Cl (3.968, 4.301, -2.216)  -0.123
H (-3.484, -0.725, -1.978)  0.327
C (-3.459, -0.622, -0.892)  -1.538
H (1.751, 6.329, 1.332)  0.243
C (-0.565, -1.757, -3.092)  1.683
H (-4.452, -3.126, -0.330)  0.496
C (0.146, 6.750, 2.721)  -0.531
N (-0.592, 1.338, 1.541)  -0.279
H (-1.519, 6.081, 3.972)  0.397
H (-3.574, 1.312, 3.965)  0.534
C (-2.735, 1.330, 3.280)  -0.800
N (1.073, 5.914, 1.956)  -0.148
C (2.906, 1.834, -1.910)  0.380
H (-1.594, -2.748, -4.683)  0.535
C (-2.792, -1.695, 1.288)  -2.081
C (-1.695, -2.644, -3.595)  -1.833
H (1.169, -3.511, 2.285)  0.507
C (0.472, -3.304, 0.270)  1.586
C (0.960, 0.616, 3.355)  -1.211
H (1.608, -1.787, -2.992)  0.196
H (2.751, 0.310, 2.648)  0.282
C (-2.916, 1.691, 1.953)  -0.777
H (-3.435, -3.223, -1.760)  0.267
H (2.360, -2.539, -0.483)  0.126
H (-0.337, -2.597, 2.169)  0.255
Pt (0.810, 1.373, 0.070)  1.522
Sb (-0.619, -1.684, -0.840)  0.245
S (1.784, 3.579, 0.981)  -0.340
H (1.740, -3.937, -1.385)  0.342
H (0.058, 0.328, -3.105)  0.103
H (2.432, -4.161, 0.220)  0.535
H (-3.889, 1.956, 1.563)  0.575
H (0.238, -5.405, 0.613)  0.536
H (-3.832, -1.598, 1.626)  0.562
H (1.348, 1.491, 3.888)  0.398
H (-1.294, 0.713, 4.745)  0.610
H (-1.894, 2.012, 0.094)  0.603
H (-1.263, -4.507, 0.820)  0.379
H (-4.499, -0.570, -0.545)  0.462
H (-2.244, -0.825, 1.642)  0.633
H (-2.677, -2.212, -3.406)  0.367
H (-0.606, 7.171, 2.052)  0.286
H (-1.698, 0.101, -3.202)  0.261
O (2.094, -0.263, -1.355)  0.366
C (-0.733, -0.305, -3.513)  -1.394
C (1.826, -3.485, -0.396)  -1.373
O (1.856, 2.346, -1.556)  -0.765
H (-1.653, -3.649, -3.172)  0.344
C (-0.485, 5.829, 3.756)  -0.571
C (-1.471, 0.988, 3.712)  -0.688
H (-2.977, 0.321, -0.644)  0.006
C (0.626, -2.769, 1.686)  -1.597
C (3.005, 0.316, -1.869)  -0.129
C (5.115, 1.969, -2.866)  0.548
Cl (4.283, -1.997, -2.527)  -0.084
C (-0.404, 0.985, 2.823)  1.092
C (0.855, 4.616, 1.929)  0.173
C (-2.765, -1.809, -0.230)  1.774
H (0.928, -2.211, -4.565)  0.578
H (0.834, -0.196, 4.075)  0.432
O (1.846, 0.216, 2.335)  -0.458
C (0.794, -2.318, -3.481)  -1.816
C (4.037, 2.605, -2.365)  -0.230
S (-0.425, 4.162, 3.011)  0.190
Cl (6.509, -0.224, -3.688)  -0.105

***

C27H39Cl4N2O3PtS2Sb | wB97M-V/def2-TZVPD

Computed properties:
HOMO energy   -12.75 eV
Multiplicity   1
Energy above the lowest of the compared OMol25 structures with the same formula, charge and spin   1.975 eV
Total charge   +2

Each line ends with the Mulliken charge.
Element x y z (Å)
H (0.675, -0.290, 3.229)  0.235
H (-5.470, 2.745, -1.188)  0.261
C (1.996, 2.437, 0.515)  -0.373
H (0.984, -3.160, -5.269)  0.422
Sb (-2.492, 1.872, 0.020)  0.222
H (-0.592, 1.567, -2.336)  0.146
Cl (6.252, 2.729, -1.011)  -0.091
H (0.668, -1.464, -4.861)  0.318
H (-3.026, 4.379, -3.199)  0.520
C (-4.445, 0.241, -1.646)  -1.506
H (-3.186, 1.164, 2.980)  0.272
C (2.790, 3.668, 0.692)  0.008
C (-3.314, 3.736, -2.361)  -1.798
O (-0.112, -0.298, 2.675)  -0.257
H (-5.690, -0.520, 0.662)  0.527
C (-1.678, -1.973, 1.825)  1.096
H (-3.642, -3.577, -1.042)  0.572
H (-6.559, 1.508, -0.588)  0.498
H (-3.812, 4.373, -1.629)  0.315
H (-2.699, -3.316, 3.131)  0.595
H (-4.269, 4.313, 1.236)  0.315
H (-0.153, 3.707, -0.950)  0.338
C (4.650, 2.578, -0.519)  0.725
S (0.074, -2.932, -3.054)  0.006
C (2.584, 1.318, -0.345)  0.530
H (3.003, -1.396, -4.402)  0.308
C (4.049, 3.727, 0.219)  0.372
H (-4.019, -4.368, 1.312)  0.469
Pt (0.042, -0.431, -0.018)  1.205
C (-2.589, -2.986, 2.107)  -0.784
H (-1.547, 4.506, 2.985)  0.521
H (-0.582, 3.628, 1.808)  0.187
O (1.893, 0.343, -0.637)  -0.503
C (2.509, -2.271, -3.983)  -0.659
H (-1.580, -1.219, 3.800)  0.397
Cl (2.048, 4.937, 1.539)  -0.104
C (-2.432, 1.952, 3.011)  -1.670
C (-1.558, 4.057, 1.986)  -1.668
H (-4.006, 4.306, 2.974)  0.534
H (-3.590, -0.425, -1.724)  -0.042
H (-4.414, 0.930, -2.490)  0.314
C (-4.020, 3.671, 2.082)  -1.904
C (-2.213, -2.127, -0.428)  -0.658
H (-3.967, -0.688, 0.994)  0.376
N (-1.515, -1.540, 0.565)  0.648
C (-4.503, 0.983, -0.314)  1.740
H (-5.349, -0.366, -1.759)  0.483
C (3.944, 1.452, -0.807)  -0.087
H (-0.228, -2.257, 3.335)  0.533
C (-4.767, 0.037, 0.852)  -1.796
H (3.193, -1.784, -1.972)  0.203
C (1.069, -2.406, -4.492)  -0.500
C (-1.038, 4.141, -1.415)  -1.844
C (-1.457, 2.077, -2.771)  -1.544
H (-4.814, 2.943, 2.226)  0.420
H (-1.452, 4.886, -0.742)  0.340
H (-4.908, 0.580, 1.785)  0.297
Cl (4.636, 0.170, -1.711)  -0.257
C (-2.657, 3.011, 1.941)  1.847
Cl (5.015, 5.098, 0.451)  -0.111
C (-5.616, 2.026, -0.386)  -1.501
H (-1.447, 1.496, 2.920)  0.188
H (-2.496, 2.426, 3.996)  0.522
N (2.421, -2.135, -2.528)  -0.040
H (-5.747, 2.570, 0.542)  0.271
H (-2.009, -1.759, -1.421)  0.882
S (1.104, -2.503, -0.224)  -0.390
H (3.106, -3.153, -4.221)  0.376
C (-2.063, 3.079, -1.794)  1.623
H (-1.727, 4.861, 1.274)  0.399
H (-1.120, 2.608, -3.667)  0.467
C (-3.313, -3.578, 1.094)  -0.714
C (1.298, -2.448, -1.946)  0.365
O (0.907, 2.230, 1.024)  -0.242
C (-3.114, -3.140, -0.208)  -1.090
H (-4.029, 3.012, -2.747)  0.346
H (-2.178, 1.322, -3.087)  0.239
H (-0.716, 4.664, -2.321)  0.546
C (-0.876, -1.444, 2.992)  -1.203

***

The lowest energy above the lowest of the compared OMol25 structures with the same formula, charge and spin belongs to which entry?
C27H38N8O6PtS